Computed, not measured: C48H54As2N2O2PdS2Si as an isolated structure at a distorted geometry, with wB97M-V/def2-TZVPD.

**LUMO level (alpha / beta)**: -5.89 / -7.54 eV
**Gap between HOMO and LUMO (alpha / beta)**: 6.14 / 5.89 eV

```
! wB97M-V def2-TZVPD RIJCOSX def2/J DEFGRID3
* xyz 2 5
Pd 0.19 0.16 -0.19
S 1.02 1.91 1.43
C 0.01 1.77 2.78
N 0.31 2.32 3.94
C -0.64 2.31 5.05
C -2.03 2.46 4.48
N -2.25 1.36 3.54
C -3.61 0.78 3.54
C -4.04 0.42 4.93
C -5.14 1.02 5.51
C -5.53 0.68 6.80
C -4.81 -0.26 7.51
C -3.70 -0.87 6.94
C -3.32 -0.54 5.65
C -1.30 1.01 2.69
S -1.48 -0.25 1.58
C 1.57 3.03 4.20
C 1.33 4.52 4.29
C 1.46 5.18 5.51
C 1.22 6.54 5.59
C 0.84 7.25 4.46
C 0.71 6.59 3.25
C 0.96 5.23 3.16
H -0.40 3.15 5.69
H -0.54 1.38 5.61
H -2.15 3.41 3.96
H -2.77 2.38 5.27
H -3.58 -0.11 2.90
H -4.28 1.51 3.08
H -5.71 1.76 4.96
H -6.40 1.15 7.24
H -5.11 -0.53 8.51
H -3.14 -1.62 7.49
H -2.46 -1.02 5.20
H 2.28 2.77 3.42
H 1.95 2.65 5.15
H 1.76 4.63 6.39
H 1.33 7.05 6.54
H 0.66 8.31 4.53
H 0.43 7.15 2.36
H 0.88 4.73 2.20
C 1.44 -2.96 -1.28
C 0.88 -2.19 -2.46
As -0.86 -1.44 -1.94
C -1.93 -3.04 -1.93
C -2.67 -3.37 -0.80
C -3.41 -4.54 -0.77
C -3.41 -5.38 -1.87
C -2.68 -5.06 -3.00
C -1.93 -3.89 -3.03
C -1.37 -0.47 -3.53
C -2.51 -0.77 -4.27
C -2.78 -0.07 -5.43
C -1.92 0.92 -5.87
C -0.79 1.23 -5.13
C -0.53 0.56 -3.95
As 1.83 -1.75 0.22
C 2.34 -2.93 1.65
C 1.85 -4.23 1.72
C 2.27 -5.07 2.75
C 3.15 -4.60 3.71
C 3.62 -3.30 3.66
C 3.21 -2.46 2.63
C 3.50 -0.95 -0.32
C 3.47 0.53 -0.44
C 4.81 1.13 -0.72
C 5.91 0.36 -0.92
C 5.84 -1.05 -0.86
C 4.63 -1.68 -0.53
H 2.36 -3.51 -1.52
H 0.70 -3.69 -0.93
H 0.75 -2.85 -3.33
H 1.53 -1.36 -2.76
H -2.67 -2.70 0.06
H -3.98 -4.79 0.11
H -3.99 -6.29 -1.85
H -2.69 -5.71 -3.85
H -1.37 -3.64 -3.93
H -3.18 -1.56 -3.94
H -3.67 -0.31 -6.00
H -2.13 1.44 -6.79
H -0.12 2.01 -5.47
H 0.34 0.83 -3.35
H 1.16 -4.61 0.98
H 1.90 -6.08 2.79
H 3.48 -5.26 4.51
H 4.31 -2.94 4.41
H 3.60 -1.44 2.58
H 3.07 0.98 0.49
H 4.86 2.21 -0.76
H 6.86 0.83 -1.13
H 6.73 -1.64 -1.03
H 4.61 -2.77 -0.44
C 2.94 0.81 -2.74
O 2.46 0.91 -1.41
H 3.65 1.62 -2.95
H 2.09 0.91 -3.41
H 3.43 -0.15 -2.91
C -1.62 4.40 0.23
Si -1.20 3.37 -1.30
C -2.67 3.54 -2.46
C 0.39 3.92 -2.09
O -1.22 1.80 -0.79
H -1.71 5.43 -0.11
H -0.83 4.34 0.98
H -2.56 4.08 0.66
H -2.62 4.56 -2.83
H -3.60 3.38 -1.92
H -2.60 2.84 -3.29
H 0.42 5.01 -2.15
H 0.49 3.53 -3.10
H 1.26 3.60 -1.52
*
```

Computed, not measured: C48H54F6N4OSSbSr as an isolated structure at a distorted geometry, with wB97M-V/def2-TZVPD.

**LUMO level (alpha / beta)**: -0.75 / -2.13 eV
**Gap between HOMO and LUMO (alpha / beta)**: 5.69 / 5.14 eV

```
! wB97M-V def2-TZVPD RIJCOSX def2/J DEFGRID3
* xyz 0 2
Sr 0.18 -0.29 -0.13
C 3.77 5.15 -1.87
C 3.66 4.55 -0.46
C 2.37 3.82 -0.25
C 1.25 4.26 0.37
C 1.04 5.55 1.10
C 1.32 5.41 2.60
C 0.25 3.19 0.24
N 0.80 2.14 -0.45
C 2.05 2.49 -0.77
C 2.95 1.69 -1.53
C 2.68 0.53 -2.22
C 3.63 -0.24 -3.01
C 5.08 0.10 -3.19
C 5.29 1.16 -4.28
C 2.95 -1.27 -3.56
C 1.56 -1.12 -3.09
C 0.44 -1.96 -3.42
C -0.84 -1.91 -2.95
N -1.33 -1.02 -2.02
C -2.62 -1.29 -1.86
C -3.50 -0.54 -1.02
C -3.20 0.59 -0.30
N -1.95 1.14 -0.18
C -2.09 2.31 0.44
C -1.05 3.24 0.68
C -3.50 2.54 0.81
C -4.19 1.46 0.36
C -5.66 1.21 0.40
C -6.37 1.65 -0.89
C -4.02 3.77 1.48
C -4.17 4.94 0.50
C -3.03 -2.42 -2.70
C -1.93 -2.80 -3.38
C -1.79 -3.89 -4.40
C -1.81 -3.35 -5.84
C -4.40 -3.02 -2.73
C -4.63 -3.97 -1.55
N 1.44 -0.07 -2.30
C 3.61 -2.33 -4.42
C 2.80 -3.53 -4.88
H 4.73 5.64 -2.01
H 2.98 5.88 -2.03
H 3.67 4.37 -2.63
H 3.76 5.34 0.29
H 4.49 3.86 -0.29
H 0.02 5.90 0.95
H 1.69 6.32 0.68
H 0.68 4.64 3.04
H 1.15 6.35 3.13
H 2.35 5.10 2.77
H 3.96 2.05 -1.60
H 5.63 -0.80 -3.45
H 5.49 0.46 -2.24
H 4.93 0.80 -5.24
H 6.35 1.42 -4.37
H 4.74 2.08 -4.05
H 0.63 -2.76 -4.12
H -4.54 -0.86 -1.01
H -1.34 4.14 1.21
H -6.10 1.74 1.25
H -5.85 0.15 0.57
H -6.26 2.73 -1.04
H -7.43 1.42 -0.85
H -5.93 1.15 -1.76
H -3.36 4.05 2.29
H -4.99 3.55 1.94
H -3.22 5.17 0.02
H -4.52 5.84 1.02
H -4.89 4.70 -0.28
H -2.61 -4.61 -4.27
H -0.87 -4.44 -4.22
H -2.75 -2.85 -6.05
H -1.68 -4.16 -6.56
H -1.01 -2.62 -5.99
H -4.55 -3.56 -3.67
H -5.15 -2.23 -2.71
H -3.90 -4.78 -1.57
H -5.63 -4.40 -1.57
H -4.50 -3.44 -0.60
H 4.47 -2.70 -3.85
H 4.04 -1.83 -5.30
H 2.37 -4.07 -4.03
H 3.45 -4.22 -5.41
H 2.00 -3.25 -5.57
O -0.14 0.11 2.22
S 0.45 -0.89 3.19
C 0.24 -0.18 4.81
C 1.22 -0.45 5.76
C 1.07 0.08 7.04
C -0.02 0.88 7.34
C -0.98 1.15 6.37
C -0.86 0.62 5.10
C -0.78 -2.19 3.30
C -0.42 -3.40 3.85
C -1.35 -4.43 3.88
C -2.62 -4.23 3.35
C -2.96 -3.01 2.78
C -2.04 -1.97 2.75
H 2.07 -1.06 5.51
H 1.82 -0.12 7.79
H -0.13 1.30 8.33
H -1.83 1.78 6.60
H -1.58 0.82 4.32
H 0.59 -3.56 4.23
H -1.08 -5.39 4.29
H -3.34 -5.04 3.36
H -3.94 -2.86 2.36
H -2.28 -1.02 2.31
F 2.35 -1.28 0.40
Sb 2.10 -3.19 0.44
F 3.93 -3.43 0.11
F 2.42 -3.03 2.29
F 1.52 -4.94 0.83
F 0.25 -2.64 0.39
F 1.87 -3.48 -1.41
*
```